Entry from OMol25: a structure of composition C48H44CaN3O5Sb in a non-equilibrium geometry (wB97M-V/def2-TZVPD).

Output
DFT total energy: -3313.86613 a.u.
Charge: 0
LUMO energy: 0.5 eV
Kohn-Sham gap: 7.9985 eV
E_HOMO: -0.2748 Ha
Strongest force on any atom: 0.033 hartree/bohr
Multiplicity: 1

CARTESIAN COORDINATES (ANGSTROEM)
H (-0.235439, -2.946101, -2.587891)
H (6.164423, -3.110153, -2.451476)
H (1.834752, -6.287592, 4.846006)
C (2.912638, 0.820338, 0.110559)
H (-1.411067, 7.182243, 1.894231)
H (3.132146, 1.150771, 1.118855)
C (0.527833, -2.186209, -2.735724)
C (-1.189140, -2.268314, 2.286468)
H (-3.278154, -1.955444, 2.690669)
C (-0.968506, 3.839498, -0.017576)
C (1.457888, 4.130040, -2.369992)
H (-5.121251, 0.463438, -4.396333)
C (0.603407, 3.059227, -2.619094)
H (2.516691, 4.784436, -5.518229)
H (1.418518, -2.650706, -3.168409)
H (7.044172, -3.651834, -0.995293)
C (2.146944, 4.745825, -3.404667)
C (-1.010361, 5.080228, 2.056049)
C (0.472271, 2.601590, -3.927115)
H (2.809543, 5.578213, -3.200664)
O (-2.306354, 1.006859, 0.778977)
H (5.616740, -5.270677, -1.855003)
O (0.858450, -4.959551, 3.698776)
C (-2.506943, 0.182974, -2.263213)
H (-1.625917, -5.313015, 4.741827)
C (-1.497090, -4.478246, 4.066563)
C (-3.106898, 1.833214, 1.384660)
O (0.807535, -1.654313, -1.454671)
C (1.993713, 4.291716, -4.708155)
C (4.345041, -3.979101, -0.711697)
H (3.536099, -1.902361, 0.289608)
C (-3.833526, 2.071245, -3.793916)
C (-2.577466, -3.657296, 3.760461)
H (4.173274, 2.282769, -0.831997)
C (1.750536, -2.141475, 1.204856)
O (-1.207684, 0.693812, 3.284696)
H (0.151246, -6.738990, 4.511782)
C (0.821419, -5.906416, 4.743124)
H (-3.939262, 2.606989, -0.430205)
H (-5.454546, 4.201804, 0.666827)
C (-3.973392, 2.677908, 0.647866)
C (-3.187126, 1.910121, 2.806426)
H (-0.612960, 2.983389, 1.924564)
C (-2.898937, 0.559915, 4.938186)
H (1.582909, 4.482367, -1.351278)
O (5.147881, -2.878559, -0.653214)
H (3.649231, 1.501980, -3.124597)
H (-1.688787, 7.108588, -0.564407)
C (1.158140, 3.214406, -4.967301)
C (2.188724, -4.876016, -0.128497)
C (4.658197, -5.153457, -1.368710)
C (-2.068402, 1.502858, -2.249332)
H (-2.398172, 3.471399, -3.043923)
H (-3.949710, 0.297849, 4.833794)
C (-1.448346, 6.205202, -0.016719)
H (-2.325048, -0.307321, 5.258779)
H (1.204719, -4.755199, 0.301779)
H (-3.544425, -3.872883, 4.202132)
C (-0.136931, -3.118699, 2.609169)
H (-0.170288, 1.754406, -4.142699)
C (2.325856, -0.040174, -2.461096)
H (1.733573, -3.828465, 2.235599)
C (-1.276076, 5.010862, -0.702005)
H (-3.940781, -1.220272, -3.025520)
C (3.739206, -6.198409, -1.403033)
H (3.996404, -7.116224, -1.914714)
H (-2.006365, -0.562222, -1.653517)
C (3.113290, -3.842684, -0.045719)
Ca (-0.754867, -0.231059, 1.362327)
C (3.210078, 1.016867, -2.262399)
C (-4.822749, 3.558807, 1.267956)
C (-1.304299, 6.245015, 1.362757)
C (-0.271699, -4.204717, 3.490681)
H (-0.912196, 5.101098, 3.134826)
N (2.906994, -2.624156, 0.607254)
H (0.140423, -1.425933, -3.419093)
C (-2.341060, 1.052588, 3.625134)
H (1.774919, -6.848453, -0.852241)
C (3.496079, 1.452281, -0.983695)
H (1.041528, 2.854664, -5.982638)
N (1.408354, -0.888277, 1.023674)
H (-1.377323, 5.001506, -1.780747)
C (-4.268844, 0.753712, -3.795534)
C (2.042453, -0.241660, -0.063323)
C (-4.886368, 3.631625, 2.665066)
C (-4.093581, 2.796585, 3.410982)
C (2.505227, -6.052070, -0.800946)
H (-4.355381, 2.814667, -4.384686)
H (-2.814383, 1.341238, 5.697092)
H (-5.559369, 4.326557, 3.149454)
C (-0.837432, 3.887808, 1.367808)
Sb (-0.391020, 2.010390, -0.996131)
H (6.788935, -1.917607, -1.292845)
H (2.092015, -0.354617, -3.469102)
C (-2.413853, -2.584108, 2.902055)
H (-4.133852, 2.852854, 4.492591)
C (1.738865, -0.662007, -1.373449)
C (-2.733325, 2.440729, -3.032180)
C (6.350427, -2.906912, -1.393716)
N (1.166219, -3.018540, 2.033445)
C (-3.599996, -0.191920, -3.031297)
H (0.511025, -5.447053, 5.685230)

Forces on the atoms, in the same order (eV/Å):
H 0.018 -0.005 0.028
H -0.032 -0.013 0.019
H -0.009 -0.005 -0.003
C -0.009 -0.121 0.119
H -0.050 -0.012 0.003
H -0.023 -0.024 0.011
C -0.031 -0.112 -0.107
C -0.043 -1.325 0.327
H -0.052 -0.061 0.044
C 0.233 -0.167 -0.134
C -0.052 -0.061 0.098
H -0.017 0.004 0.023
C -0.041 -0.219 0.157
H 0.021 -0.031 -0.001
H 0.001 0.032 0.005
H -0.022 -0.007 -0.012
C 0.058 0.011 -0.036
C -0.010 0.022 0.074
C 0.027 -0.026 -0.017
H -0.029 0.012 0.032
O -1.310 1.066 -0.271
H -0.025 0.029 -0.003
O 0.050 0.054 0.023
C -0.015 0.039 0.010
H 0.029 0.010 -0.032
C 0.003 -0.021 0.072
C -0.311 0.112 0.142
O 0.018 0.032 0.026
C -0.018 0.024 0.011
C -0.060 -0.086 0.060
H 0.016 0.036 -0.002
C -0.038 0.072 -0.037
C -0.150 0.062 0.017
H -0.019 0.000 0.018
C 0.431 0.061 -0.034
O -0.345 0.464 0.759
H -0.018 0.031 -0.017
C 0.068 -0.143 0.060
H 0.035 0.001 -0.076
H -0.003 -0.007 -0.001
C 0.029 -0.082 -0.040
C 0.059 -0.071 -0.446
H 0.043 0.025 0.010
C 0.239 -0.009 0.031
H 0.026 0.079 -0.036
O 0.006 0.002 0.036
H -0.010 0.045 0.026
H 0.013 -0.003 0.010
C 0.055 0.023 -0.047
C 0.001 0.067 -0.040
C 0.083 -0.018 -0.030
C 0.167 0.122 0.162
H -0.018 -0.011 -0.036
H -0.013 0.027 0.019
C -0.057 0.052 -0.039
H 0.013 0.031 0.006
H 0.020 -0.031 0.051
H 0.010 0.013 -0.001
C -0.304 0.111 -0.043
H -0.024 0.047 -0.021
C -0.012 -0.090 -0.099
H 0.086 0.063 0.024
C -0.082 -0.035 -0.003
H 0.027 0.002 0.000
C -0.046 -0.050 -0.016
H -0.007 0.006 -0.001
H -0.006 -0.025 0.003
C -0.211 -0.132 -0.056
Ca 0.864 0.038 -0.575
C 0.033 -0.034 0.043
C 0.068 -0.074 0.029
C 0.000 -0.026 0.000
C 0.000 -0.006 -0.050
H 0.013 -0.010 -0.013
N 0.008 0.133 0.045
H 0.003 0.048 0.041
C -0.183 0.058 0.354
H -0.006 0.009 0.016
C 0.068 0.082 -0.107
H -0.021 -0.010 0.010
N 0.587 -0.616 0.085
H 0.072 0.029 -0.002
C 0.046 -0.016 -0.008
C 0.272 -0.137 -0.200
C -0.092 0.094 0.064
C 0.031 -0.028 0.090
C 0.064 -0.008 -0.022
H 0.021 -0.009 -0.005
H -0.004 -0.005 0.010
H 0.027 0.005 -0.004
C -0.017 0.013 -0.019
Sb -0.351 0.663 -0.614
H 0.006 -0.015 0.010
H -0.004 0.007 0.019
C 0.091 0.039 -0.025
H -0.036 -0.041 -0.010
C 0.008 0.079 0.086
C -0.033 -0.018 0.043
C 0.116 0.071 -0.026
N 0.058 -0.156 0.027
C -0.064 -0.068 -0.043
H -0.004 0.019 -0.025

Entry from OMol25: a structure of composition C48H44InN3O3P2S2 (wB97M-V/def2-TZVPD).

Output
Relative energy (zero: lowest compared OMol25 entry of this formula, charge and spin): 7.8 kJ/mol
DFT total energy: -3914.57467 a.u.
Charge: 0
LUMO energy (alpha / beta): 0.2 / 0.0 eV
Kohn-Sham gap (alpha / beta): 6.1998 / 7.0958 eV
E_HOMO (alpha / beta): -0.2205 / -0.2604 Ha
Strongest force on any atom: 0.007 hartree/bohr
Multiplicity: 1

CARTESIAN COORDINATES (ANGSTROEM)
C (4.505780, -3.837284, 0.035901)
H (-1.640073, 6.999493, 0.773627)
C (-2.154968, 2.852680, -2.085288)
C (1.224005, 3.304739, -2.756681)
H (1.396466, -5.013186, 6.327697)
H (-0.701018, 4.675837, 4.242887)
H (-5.213500, -3.866813, -3.563428)
C (1.265255, -4.585507, 5.342332)
C (-2.853717, -2.388433, -1.582538)
C (-0.421409, 5.271456, 0.446303)
C (2.528616, 2.472639, 0.846623)
C (-3.269784, 2.348344, -1.177192)
C (3.019327, 1.152848, 0.822365)
In (-0.990202, 0.527161, 0.218361)
C (-0.302669, -4.897040, -2.053797)
H (-2.796075, -2.466951, 0.563687)
C (1.521863, 3.809077, -1.496306)
N (-0.539625, -0.648735, -3.554683)
H (-3.556234, 0.492038, -2.278292)
H (-4.841980, -3.856879, 0.707557)
O (0.214753, 0.681876, 2.158695)
C (1.204082, -3.209984, 5.184238)
C (-4.465910, -3.552455, -0.259990)
C (2.231608, 5.004161, -1.390938)
H (-3.512016, 1.158314, 0.580908)
N (-1.721451, -1.626862, -1.802098)
H (0.695987, 2.365525, -2.840177)
C (-1.252286, 5.944475, 2.600060)
C (0.104153, 3.969204, 2.394759)
C (0.971750, -4.870878, 2.973493)
H (-4.487895, 4.085776, -1.629420)
H (0.573770, 3.108542, 2.852036)
H (-4.952662, 0.973579, -1.309676)
C (4.304851, -1.518956, -0.543206)
H (-0.353105, 5.446988, -0.619916)
C (-3.542820, -2.784553, -2.735963)
H (0.034215, -5.011028, -3.077156)
H (4.692167, -0.619791, -1.004055)
C (-4.686986, -3.565756, -2.668124)
H (-1.497676, 3.539066, -1.544239)
H (3.184953, 6.611753, -2.434245)
H (5.083038, -4.752315, 0.051313)
H (0.955740, -1.590483, 3.801533)
H (-1.973896, -6.222483, -2.284203)
C (-1.848816, -5.420250, -0.296102)
H (0.868037, -5.527475, 2.117667)
O (2.065920, 0.346605, -1.553003)
C (-4.146819, 1.348265, -1.943097)
H (2.639233, 5.709315, -4.672250)
H (5.586715, 1.441869, 2.998997)
H (-1.509360, -4.459874, 1.580281)
C (2.464367, -2.652172, 0.575478)
H (2.820500, -4.725599, 0.997776)
C (1.145339, -5.416225, 4.235500)
C (-0.019202, -3.906161, 0.130532)
C (0.393812, -4.062456, -1.191017)
H (-2.557297, 3.381204, -2.953657)
C (0.215636, 4.173383, 1.019455)
C (-4.134066, 3.546052, -0.748195)
C (-2.725862, 1.754444, 0.094005)
C (1.622850, 3.988355, -3.896505)
H (0.204351, -0.422372, -2.905391)
H (6.029820, -2.705186, -0.976751)
N (-0.665379, 0.313010, 2.992274)
H (4.430884, -0.242700, 1.644415)
C (3.196965, 3.405029, 1.632957)
C (1.019519, -2.665270, 3.921843)
C (-5.142159, -3.946612, -1.416558)
C (-1.150695, -4.592979, 0.566089)
P (0.964949, 2.882609, -0.026315)
H (2.824913, 4.421068, 1.685375)
H (1.386004, 3.587368, -4.873108)
C (2.634510, 5.684721, -2.527433)
H (-1.550134, 2.018129, -2.453519)
C (4.305304, 3.047481, 2.383476)
P (0.722232, -2.632485, 1.200413)
H (1.184909, -6.490559, 4.356171)
H (-1.824379, 6.628424, 3.212866)
H (1.264890, -3.530101, -1.556460)
C (-1.149751, 6.151521, 1.233605)
O (-1.700779, -0.095419, 2.470471)
H (-3.559336, 4.233319, -0.124113)
C (3.233294, -3.820328, 0.573159)
H (-6.034297, -4.552977, -1.336282)
C (4.098369, 0.784185, 1.613076)
C (0.912189, -3.488969, 2.803260)
H (1.285690, -2.557006, 6.042874)
H (-2.732450, -5.936001, 0.057792)
S (2.035574, -0.035772, -0.103130)
C (-1.542977, -1.426196, -3.063034)
H (-0.267036, -0.761070, -4.515247)
C (-1.427311, -5.576129, -1.610524)
S (-2.732132, -2.140021, -4.139784)
H (-4.593266, 1.817878, -2.825573)
C (3.033683, -1.506221, 0.028597)
H (4.807875, 3.792063, 2.986002)
C (4.745206, 1.735627, 2.385949)
C (5.042277, -2.685461, -0.535781)
C (-3.323597, -2.775613, -0.331052)
C (-0.620361, 4.851747, 3.178439)
C (2.327100, 5.176629, -3.783284)
H (2.464233, 5.412854, -0.414387)
H (-5.004061, 3.213307, -0.179973)

Forces on the atoms, in the same order (eV/Å):
C -0.014 0.021 0.014
H -0.009 0.012 -0.009
C 0.087 0.019 -0.056
C 0.059 -0.030 0.023
H 0.007 -0.005 0.012
H -0.004 0.005 0.019
H -0.010 -0.006 -0.024
C 0.000 -0.029 0.009
C -0.074 -0.047 0.074
C 0.005 0.025 -0.014
C 0.099 -0.193 0.058
C 0.003 0.047 0.048
C -0.154 0.167 0.087
In -0.030 0.257 0.117
C 0.047 0.074 -0.006
H -0.040 0.053 -0.064
C 0.049 -0.034 0.007
N 0.072 0.003 -0.022
H 0.013 0.001 0.014
H -0.023 -0.014 0.028
O -0.169 0.241 0.113
C -0.006 0.009 0.005
C -0.056 0.145 -0.062
C 0.039 0.022 0.029
H -0.029 0.125 0.105
N 0.121 -0.037 -0.087
H -0.026 -0.035 -0.003
C 0.011 -0.014 0.017
C -0.021 -0.003 0.025
C 0.004 -0.057 -0.027
H -0.038 0.018 -0.027
H 0.001 -0.050 0.010
H -0.010 0.003 0.012
C -0.013 -0.040 -0.092
H -0.006 -0.008 0.003
C -0.048 -0.039 0.027
H -0.014 0.007 0.007
H 0.000 0.037 -0.001
C 0.032 -0.012 -0.014
H -0.059 -0.022 -0.025
H 0.006 0.009 -0.003
H 0.004 -0.017 -0.014
H -0.017 0.027 0.006
H -0.028 -0.002 -0.011
C 0.142 -0.284 -0.087
H -0.004 0.009 0.011
O 0.118 0.081 -0.088
C 0.027 0.024 -0.087
H -0.002 0.002 -0.010
H 0.017 0.003 0.003
H 0.028 -0.010 0.027
C 0.049 -0.056 0.006
H -0.014 -0.025 -0.002
C -0.001 0.035 0.022
C 0.047 -0.016 -0.081
C 0.007 -0.097 -0.062
H -0.003 0.007 -0.014
C 0.048 0.001 0.005
C -0.043 0.032 0.035
C -0.095 -0.283 -0.116
C 0.028 0.007 -0.034
H 0.087 0.019 0.049
H 0.018 0.006 0.000
N 0.050 -0.219 0.110
H 0.018 0.001 -0.008
C -0.043 0.032 -0.098
C 0.039 0.014 0.001
C 0.039 -0.022 0.072
C 0.094 -0.082 -0.006
P -0.142 -0.163 -0.052
H 0.002 -0.027 -0.002
H -0.004 0.002 -0.018
C -0.010 -0.010 0.014
H -0.018 -0.017 0.018
C 0.042 0.011 0.041
P -0.105 0.089 0.029
H 0.003 -0.030 0.006
H -0.007 0.011 0.005
H -0.033 0.009 0.001
C -0.008 0.011 0.004
O 0.011 0.028 0.050
H 0.000 0.009 -0.022
C 0.009 0.023 0.067
H -0.017 -0.006 -0.001
C -0.012 -0.011 -0.057
C 0.077 0.000 0.022
H 0.000 0.004 0.020
H 0.014 0.002 -0.035
S -0.026 0.065 -0.314
C 0.129 0.152 0.119
H -0.013 -0.010 0.007
C -0.051 -0.053 0.124
S -0.020 -0.043 0.006
H -0.001 -0.001 0.000
C 0.029 -0.106 0.014
H 0.010 0.010 0.020
C 0.040 0.011 0.041
C -0.022 0.011 0.005
C -0.270 0.220 -0.057
C 0.000 0.004 -0.010
C -0.010 -0.006 -0.023
H -0.011 -0.008 -0.022
H -0.001 0.003 0.042